No. 1
ORCA calculation (ωB97M-V/def2-TZVPD) on 12 unconnected molecules or ions with the total composition C4H31NO13S.

## Properties
Gap between HOMO and LUMO ... 0.3409 Eh
Charge ... 0
HOMO level ... -9.2 eV

Last column: Löwdin charge in e.
Positions of all 50 atoms, in Å:
O 1.8367 -0.6877 -2.7055  0.049
C 1.2219 0.3778 -2.6362  -0.606
O 0.4243 0.8085 -3.6163  0.095
N 0.9118 0.9470 -1.4379  0.066
C -0.2378 1.8879 -1.3507  -0.180
C -0.2917 2.8115 -0.1656  -0.293
C -0.4854 2.0584 1.1141  -0.594
S -0.6848 3.3736 2.3506  0.749
H 0.7198 0.5299 -4.5386  0.184
H 1.2971 0.6363 -0.4724  0.132
H -1.0515 1.2228 -1.2323  0.093
H -0.1666 2.4968 -2.2203  0.119
H 0.6467 3.3739 -0.2180  0.101
H -1.1085 3.7162 -0.3711  0.178
H -1.2192 1.3156 0.9881  0.025
H 0.2224 1.2575 1.5502  0.090
H -0.9533 2.7988 3.5045  -0.184
O -2.1366 -3.2914 1.7280  -0.077
H -2.8217 -2.6587 1.3619  0.036
H -1.3589 -2.7196 1.5910  0.010
O 3.1297 -1.9050 -0.7863  -0.106
H 3.0965 -2.7114 -1.4112  0.116
H 2.6548 -1.1990 -1.2519  -0.008
O -1.2147 -2.3172 4.3887  -0.102
H -0.3789 -2.0369 3.9529  0.046
H -1.3950 -3.1452 3.8492  0.058
O -2.0595 -0.4025 3.0002  -0.043
H -1.7083 0.1257 3.6834  0.022
H -2.7284 -0.9816 3.3637  0.050
O 2.5904 0.4302 1.0529  -0.020
H 3.1751 0.9324 0.5801  -0.025
H 2.6874 -0.5257 0.8023  0.033
O -3.9840 -1.0929 0.4307  0.000
H -3.7437 -1.4576 -0.3466  -0.040
H -3.4853 -0.2676 0.5384  0.049
O 1.7547 -2.4268 1.3592  -0.122
H 2.0391 -2.7724 0.4566  0.046
H 2.7316 -2.5534 1.5879  0.087
O -1.5626 -1.3300 -4.0840  -0.093
H -1.0864 -0.8562 -3.3510  0.009
H -2.3960 -1.6910 -3.7776  0.026
O -1.6420 -1.1497 -1.5722  -0.030
H -0.9114 -0.6024 -1.3593  -0.020
H -1.2233 -1.9973 -1.5871  0.070
O -0.0189 -0.7802 0.4422  -0.072
H 0.2847 -0.9065 1.2423  -0.078
H -1.0419 -0.6860 0.8213  0.131
O 3.6458 2.0993 -1.3561  0.011
H 3.5938 1.8587 -2.2568  0.025
H 2.8555 2.4490 -1.0469  -0.015



No. 2
ORCA calculation (ωB97M-V/def2-TZVPD) on a molecular structure, C23H41ClP2Sm.

## Properties
Multiplicity ... 6
Gap between HOMO and LUMO (alpha / beta) ... 0.1565 / 0.1757 Eh
Charge ... +1
HOMO level (alpha / beta) ... -8.3 / -8.3 eV

Last column: Löwdin spin population.
Positions of all 68 atoms, in Å:
Sm 1.1255 -0.4757 2.9763  5.133
C -1.0646 -0.8057 4.0364  -0.018
C -0.7623 -1.9697 3.2444  -0.015
C 0.8249 -1.8294 4.9375  -0.012
C -0.0803 -0.7285 5.0834  -0.018
C 0.4250 -2.5834 3.7894  -0.026
C -2.1395 0.1959 3.7836  -0.002
H -2.2420 0.4316 2.7156  0.000
H -1.9335 1.1143 4.3419  0.000
H -3.1268 -0.1430 4.1211  -0.001
C 0.1161 0.3807 6.0555  -0.002
H -0.8416 0.7924 6.3858  0.000
H 0.7342 1.2006 5.6423  -0.001
H 0.6276 -0.0003 6.9440  0.000
C 2.0569 -2.0538 5.7430  0.000
H 1.8835 -1.7585 6.7825  0.000
H 2.9050 -1.4672 5.3621  0.000
H 2.3488 -3.1103 5.7450  0.000
C 1.3342 -3.5428 3.1256  -0.005
H 1.4451 -4.4324 3.7553  -0.002
H 2.3528 -3.1294 2.9884  -0.002
H 0.9566 -3.8593 2.1520  0.000
C -1.3674 -2.3761 1.9515  -0.001
H -1.3625 -3.4692 1.8554  0.000
H -0.8049 -1.9773 1.0847  0.000
H -2.4100 -2.0506 1.8783  0.000
C -1.4238 2.5026 -0.1271  0.000
C -2.4297 1.6536 0.1440  0.000
C -2.6920 0.2937 -0.4310  0.000
C -1.9704 -0.0764 -1.7638  0.000
C -0.6439 -0.6935 -1.6982  0.000
C 0.6293 -0.0753 -1.6420  0.000
C 0.7116 1.1857 -0.7619  0.000
C -0.3159 2.2880 -1.1106  0.000
H -3.7806 0.2259 -0.6193  0.000
H -2.0315 0.7931 -2.4347  0.000
H -2.4871 -0.5072 0.3012  0.000
H -0.7692 2.0472 -2.1301  0.000
H -1.2897 3.3956 0.4994  0.000
H -3.2036 1.9691 0.8541  0.000
H 0.2114 3.2508 -1.2171  0.000
H 0.5421 0.8702 0.2765  0.000
H 1.3570 -0.8160 -1.2667  0.000
H 1.7320 1.5949 -0.7740  0.000
H -2.6232 -0.8176 -2.2662  0.000
H -0.6438 -1.7711 -1.9063  0.000
P -0.3211 1.9329 -3.8084  0.000
C -0.5683 3.6698 -4.1994  0.000
C -1.4788 0.9614 -4.8096  0.000
P 1.9368 -0.1249 -3.2995  0.000
C 1.4145 1.4782 -4.0599  0.000
C 1.1611 -1.3900 -4.3578  0.000
C 3.6426 -0.2126 -3.9783  0.000
H 0.2916 4.2573 -3.8481  0.000
H -1.4816 4.0287 -3.6985  0.000
H -0.6693 3.7542 -5.2898  0.000
H -1.4158 1.3610 -5.8345  0.000
H -2.5063 1.0860 -4.4298  0.000
H -1.2387 -0.1107 -4.8118  0.000
H 3.6126 -0.0303 -5.0649  0.000
H 4.0671 -1.2083 -3.8064  0.000
H 4.2928 0.5418 -3.5200  0.000
H 2.0496 2.2700 -3.6173  0.000
H 1.6146 1.4544 -5.1504  0.000
H 1.7922 -2.2854 -4.2748  0.000
H 1.1442 -1.0660 -5.4064  0.000
H 0.1591 -1.6684 -4.0257  0.000
Cl 2.6208 1.6346 2.8837  -0.026



No. 3
ORCA calculation (ωB97M-V/def2-TZVPD) on 2 unconnected molecules or ions with the total composition C4H6BrN.

## Properties
Gap between HOMO and LUMO (alpha / beta) ... 0.2429 / 0.3210 Eh
Charge ... 0
HOMO level (alpha / beta) ... -7.9 / -9.6 eV

Last column: Löwdin charge in e.
Positions of all 12 atoms, in Å:
C 1.2874 -2.3707 -0.6629  -0.027
C 0.4286 -1.2555 -0.4671  -0.166
C 0.3190 -0.0942 -0.0413  -0.134
C -0.6239 1.0655 0.5327  -0.055
N 2.1725 1.7905 -0.1775  -0.270
Br 3.4944 0.2237 0.0814  0.431
H 1.5462 -2.8984 0.2372  0.038
H 1.7936 -2.6540 -1.6151  0.061
H 0.0257 1.6438 1.1325  0.031
H -1.2240 0.3512 1.1476  0.089
H -1.0588 1.4531 -0.2594  0.006
H 2.4113 2.4981 -0.9521  -0.005



Number 1: calculated total energy -1601.9581 Ha, molar mass 333.35 g mol⁻¹. Number 2: calculated total energy -2701.4448 Ha, molar mass 565.34 g mol⁻¹. Number 3: calculated total energy -2784.5056 Ha, molar mass 148.00 g mol⁻¹.